No. 1
34
Properties=species:S:1:pos:R:3:lowdin_charge:R:1 method="wB97M-V/def2-TZVPD" homo_ev=-4.9686 total_energy_ha=-672.78221 e_above_lowest_ev=1.091 gap_ev=8.19 charge=-1
O 3.52 1.04 1.04 -0.1286
O 1.81 -1.52 1.97 -0.1947
O -0.95 -2.31 1.40 -0.0817
O 1.44 0.78 2.85 -0.3832
O 0.38 2.45 -2.91 -0.0746
N -0.59 0.36 -0.15 -0.0226
C -0.08 -1.78 -2.76 -0.1025
C -1.90 -1.69 0.55 -0.2310
C -0.11 -1.74 -1.22 -0.2088
C -1.50 1.30 0.49 -0.2873
C -0.84 2.67 0.63 -0.0948
C -1.20 -0.89 -0.58 -0.3511
H -2.56 -1.10 1.19 0.1006
H -0.26 -1.66 1.59 0.0449
H -2.00 -0.72 -1.32 0.1335
H -2.49 -2.48 0.07 0.1133
H 0.15 3.28 -2.48 0.0172
H 1.69 -0.55 2.45 -0.0344
H -0.81 3.27 -0.28 0.0482
H 0.88 -1.38 -0.89 0.0998
H -0.58 -2.66 -3.17 0.0572
H -2.41 1.34 -0.11 0.1124
H -1.33 3.22 1.44 0.0683
H 0.60 1.04 2.48 -0.0970
H -1.76 1.02 1.52 0.1033
H -0.49 -0.85 -3.16 0.0639
H 0.96 -1.86 -3.07 0.0609
H 0.24 0.19 0.41 0.0904
H 1.07 2.12 -2.32 0.0352
H 0.19 2.58 1.00 0.0659
H 3.51 0.19 0.58 -0.0029
H 2.68 0.98 1.55 -0.0293
H 2.70 -1.86 2.04 -0.0015
H 0.02 -2.76 -0.85 0.1112

***

No. 2
38
Properties=species:S:1:pos:R:3:lowdin_charge:R:1 method="wB97M-V/def2-TZVPD" smiles="NC(N)=O.CO.CO.CO.CO.CO" homo_ev=-9.4858 total_energy_ha=-803.84948 e_above_lowest_ev=1.703 gap_ev=9.99 charge=0
O 2.09 5.81 12.87 -0.0312
O 5.91 10.48 9.72 -0.1294
O 3.05 10.43 10.08 -0.1698
O 4.74 11.93 14.04 -0.1209
O 1.51 10.19 7.77 -0.1373
O 3.92 12.65 8.97 -0.1306
N 1.40 7.09 11.15 0.1536
N 2.63 5.43 10.68 0.1756
C 2.95 13.61 9.21 -0.1373
C 2.64 10.25 6.85 -0.1345
C 2.08 6.07 11.62 -0.7619
C 2.85 10.24 11.45 -0.1165
C 6.73 10.06 10.84 -0.1362
C 5.26 10.91 14.86 -0.1751
H 5.07 10.73 10.10 0.0135
H 4.20 12.71 8.05 0.0969
H 1.77 10.24 11.66 0.0770
H 6.80 10.83 11.60 0.0587
H 3.22 11.14 11.95 0.0814
H 3.25 9.26 11.72 0.0851
H 3.17 11.36 9.87 0.0143
H 5.64 11.35 15.78 0.0784
H 1.20 7.14 10.16 0.1090
H 4.52 10.11 14.96 0.0841
H 1.96 10.23 8.61 0.0046
H 3.33 9.44 7.09 0.0822
H 3.27 14.57 9.63 0.0915
H 5.55 12.22 13.62 0.0660
H 6.33 9.16 11.32 0.0768
H 2.43 13.76 8.27 0.0920
H 3.19 11.19 6.74 0.0560
H 2.39 5.73 9.75 0.1191
H 6.11 10.36 14.45 0.0693
H 0.75 7.61 11.71 0.1219
H 3.18 4.61 10.87 0.1343
H 2.15 10.07 5.89 0.0746
H 2.18 13.06 9.75 0.0881
H 7.74 9.98 10.46 0.0770

***

No. 3
123
Properties=species:S:1:pos:R:3:lowdin_charge:R:1 method="wB97M-V/def2-TZVPD" homo_ev="-8.7437 / -8.9315" total_energy_ha=-3771.25132 e_above_lowest_ev=3.125 gap_ev="3.65 / 4.33" charge=+1
Sn 0.06 -0.01 -0.22 1.3278
S 4.08 -0.55 0.91 0.7081
S -2.28 -2.66 -1.49 0.6009
S 1.36 -3.07 -0.30 0.7805
N -0.16 0.71 1.94 -0.0018
N -0.34 1.14 -2.16 -0.0055
N -4.67 -3.69 -1.34 -0.0604
N -2.20 0.45 -0.04 0.0043
N 4.32 -1.37 -1.65 -0.1146
N 1.58 1.73 -0.13 0.0179
N -3.93 -2.56 0.56 0.1313
N 0.83 -3.69 2.25 -0.1055
N 2.99 -3.69 1.82 0.0317
N 4.39 -3.00 -0.18 -0.0585
C 0.93 0.95 2.70 -0.2279
C -1.40 0.76 -2.93 -0.2430
C -0.58 -3.57 2.07 -0.0336
C -0.99 0.73 -4.31 -0.1131
C -5.07 2.45 2.43 -0.0710
C 2.03 1.68 2.26 0.0590
C 1.78 0.38 5.07 -0.1713
C -2.94 0.43 1.10 -0.2674
C -3.73 -2.98 -0.71 -0.9104
C -3.04 0.68 -1.07 -0.2448
C -5.99 -4.01 -0.82 -0.0723
C 0.67 1.48 -2.99 -0.2279
C 0.72 0.44 4.03 -0.1161
C 4.53 -3.54 -1.42 -0.0817
C -5.54 1.34 -1.39 -0.1809
C -4.37 0.93 -0.57 -0.1230
C 1.95 0.03 -5.75 -0.0666
C 4.21 -0.07 -2.22 -0.0287
C 0.29 1.21 -4.36 -0.1159
C 4.49 -2.53 -2.34 -0.0526
C -2.68 0.64 -2.42 0.0660
C -6.39 0.14 -1.81 -0.0779
C -2.44 0.09 2.36 0.0626
C -1.11 0.16 2.75 -0.2578
C 1.82 2.11 -2.54 0.0608
C 4.27 3.69 1.54 -0.1793
C 4.09 4.00 -1.66 -0.1817
C -1.21 -0.84 5.16 -0.1940
C 5.50 2.84 1.85 -0.0789
C 1.17 1.33 -5.55 -0.1728
C 3.28 3.13 -0.77 -0.1395
C 2.85 -0.64 4.65 -0.0655
C 1.48 -4.02 3.40 -0.0140
C 3.34 3.02 0.59 -0.1231
C -5.35 1.07 1.81 -0.1853
C -1.81 0.17 -5.43 -0.1797
C 2.28 2.11 0.96 -0.2674
C -4.31 0.76 0.79 -0.1472
C 3.29 5.27 -1.99 -0.0725
C -0.54 -0.08 4.05 -0.1224
C -1.96 0.06 6.14 -0.0753
C 4.26 -1.68 -0.33 -0.7860
C 1.77 -3.48 1.29 -0.6666
C 2.18 2.31 -1.21 -0.2387
C -2.65 1.24 -6.14 -0.0753
C 2.82 -4.03 3.12 -0.0295
B 4.40 -3.74 1.17 -0.4589
H 1.87 2.16 -5.44 0.1098
H -1.91 -1.56 4.72 0.1071
H 2.75 1.97 3.01 0.1231
H 3.89 5.95 -2.59 0.0760
H -3.29 0.77 -6.88 0.0761
H 2.38 5.03 -2.53 0.0717
H 3.61 -0.73 5.42 0.0814
H 6.10 3.32 2.62 0.0761
H 0.57 1.51 -6.44 0.1112
H 4.31 0.68 -1.43 0.0542
H 3.32 -0.34 3.71 0.0331
H -4.41 -4.07 -2.23 0.1165
H -3.48 0.58 -3.15 0.1237
H -4.86 -2.62 0.96 0.0961
H 6.12 2.73 0.96 0.0783
H -1.27 0.73 6.65 0.0780
H 4.67 -4.89 0.97 0.0826
H -0.89 -2.52 2.11 0.0758
H 2.39 -1.61 4.49 0.0575
H -0.85 -3.97 1.09 0.0621
H -0.45 -1.40 5.70 0.1117
H -1.09 -4.13 2.85 0.1037
H 4.55 -2.55 -3.40 0.1173
H -6.16 2.04 -0.82 0.1151
H 2.68 0.13 -6.54 0.0781
H -5.36 0.32 2.61 0.1093
H -6.82 -0.34 -0.93 0.0678
H 4.97 0.08 -2.98 0.1077
H -3.16 -0.14 3.14 0.1241
H 5.14 -3.18 1.90 0.0719
H 4.59 4.64 1.11 0.1129
H 1.27 -0.78 -6.00 0.0759
H 2.49 2.52 -3.29 0.1224
H 3.74 3.91 2.47 0.1113
H 3.01 5.78 -1.07 0.0816
H -1.14 -0.29 -6.16 0.1104
H 0.97 -4.25 4.31 0.1319
H -5.79 -0.59 -2.34 0.0703
H 3.66 -4.25 3.75 0.1399
H -5.84 2.71 3.14 0.0763
H 1.35 0.08 6.03 0.1091
H 4.68 -4.59 -1.55 0.1211
H -3.34 -1.82 0.89 0.0530
H 2.24 1.36 5.20 0.1176
H -5.04 3.21 1.65 0.0829
H 3.22 0.06 -2.68 0.0703
H -5.19 1.87 -2.28 0.1112
H -5.95 -4.77 -0.04 0.0917
H -2.47 -0.55 6.89 0.0767
H -2.70 0.66 5.62 0.0697
H 5.22 1.84 2.18 0.0363
H -6.60 -4.38 -1.63 0.0922
H 5.02 4.27 -1.17 0.1133
H -6.47 -3.12 -0.42 0.0756
H -4.10 2.44 2.93 0.0710
H 2.47 -0.25 -4.84 0.0565
H -6.34 1.09 1.35 0.1082
H -2.45 -0.61 -5.03 0.1156
H 4.33 3.48 -2.59 0.1102
H -3.27 1.77 -5.42 0.0699
H -2.01 1.96 -6.64 0.0747
H -7.20 0.47 -2.46 0.0761

***

No. 4
83
Properties=species:S:1:pos:R:3:lowdin_charge:R:1 method="wB97M-V/def2-TZVPD" homo_ev=-16.4152 total_energy_ha=-2683.17965 e_above_lowest_ev=0.000 gap_ev=6.83 charge=+3
Ta -0.82 -1.26 -0.44 1.7031
S -0.03 -2.68 -2.12 0.7480
F -0.81 2.22 -4.54 0.1182
F -4.89 3.38 -2.50 0.1416
F -4.68 1.33 -0.85 0.1314
F -0.66 0.07 -2.91 -0.0004
O 0.32 0.25 -0.53 -0.2187
N 1.18 2.35 -0.87 0.0872
N -0.82 -0.74 1.74 -0.0263
N 2.06 -4.33 -2.07 0.1394
N -2.59 -0.56 -1.07 -0.1370
N 2.17 2.94 -1.60 -0.0029
N -2.39 -2.98 0.13 -0.3764
N 1.68 -3.25 -0.09 0.0449
N 0.88 -2.39 0.55 -0.0957
C -1.72 0.92 -2.80 -0.1461
C 5.42 -1.91 2.74 -0.0261
C -0.37 0.07 4.35 0.0335
C -2.68 0.63 -1.85 -0.1515
C -3.84 2.58 -2.65 -0.1824
C 0.59 -0.63 3.65 0.0421
C 4.03 2.30 -3.09 0.0307
C -3.84 -1.30 -0.89 -0.1666
C 3.64 -1.43 1.18 -0.0280
C 0.33 -1.06 2.38 -0.1905
C -3.50 -2.77 -0.82 -0.1748
C -1.89 4.21 0.13 -0.0281
C 2.31 4.40 -1.66 0.0752
C 0.16 2.99 -0.07 -0.1854
C -0.85 3.71 -0.67 -0.0001
C -1.57 0.38 3.72 -0.0069
C -1.74 -0.01 2.41 -0.0989
C -1.89 3.98 1.50 -0.0337
C 2.88 2.00 -2.20 -0.2073
C 3.15 -2.51 3.26 -0.0340
C -2.87 2.87 -3.60 0.1225
C 4.49 -2.49 3.61 -0.0296
C -2.94 -2.90 1.50 -0.0662
C -0.85 3.28 2.08 -0.0638
C 1.27 1.04 -1.07 -0.3146
C 2.72 -1.98 2.06 -0.2023
C -1.80 2.01 -3.65 -0.2019
C 1.32 -1.88 1.65 -0.1523
C -1.95 -4.38 -0.04 -0.0858
C 4.98 -1.37 1.54 -0.0394
C 2.33 0.76 -1.88 0.0856
C -3.74 1.50 -1.78 -0.1587
C 1.35 -3.46 -1.31 -0.7247
C 0.18 2.77 1.31 -0.0068
H -0.19 0.35 5.38 0.1408
H -3.15 -3.14 -1.78 0.1266
H -4.36 -3.37 -0.51 0.1531
H -2.70 4.35 2.10 0.1254
H 5.71 -0.90 0.88 0.1191
H -1.13 -4.61 0.64 0.0979
H 2.45 -3.00 3.94 0.1323
H 4.30 1.39 -3.62 0.1022
H -1.63 -4.56 -1.06 0.0635
H 4.89 2.61 -2.50 0.1111
H 1.53 -0.90 4.10 0.1271
H -0.86 3.10 3.16 0.1187
H 2.66 -0.20 -2.28 0.1440
H -2.37 0.91 4.20 0.1375
H -4.50 -1.09 -1.73 0.1477
H -4.35 -0.98 0.01 0.1204
H 1.70 4.80 -2.45 0.1116
H 0.98 2.22 1.78 0.1272
H -2.15 -3.08 2.23 0.1054
H 4.84 -2.91 4.55 0.1267
H -0.86 3.87 -1.73 0.1167
H -2.80 -5.04 0.18 0.1176
H -2.69 4.77 -0.32 0.1236
H -3.71 -3.66 1.61 0.1172
H 3.33 -1.00 0.24 0.0979
H 3.80 3.07 -3.82 0.1050
H 3.36 4.63 -1.83 0.1077
H 2.89 -4.77 -1.70 0.1351
H 2.02 4.81 -0.70 0.1122
H -3.00 3.68 -4.30 0.1606
H 1.85 -4.45 -3.05 0.1105
H -3.39 -1.94 1.68 0.0715
H 6.47 -1.91 3.00 0.1227
H -2.63 0.26 1.85 0.1237

***

No. 5
29
Properties=species:S:1:pos:R:3:mulliken_spin:R:1 method="wB97M-V/def2-TZVPD" homo_ev="-11.3741 / -13.8564" spin_multiplicity=3 total_energy_ha=-665.76800 e_above_lowest_ev=1.229 s2=2.012 gap_ev="8.45 / 7.01" charge=+1
O 2.36 -1.55 1.51 0.1854
O 2.27 0.61 0.99 0.1499
O -0.20 0.90 -2.95 0.0094
N 0.35 -0.54 -0.65 0.6607
N -0.26 0.67 2.09 0.2390
N 1.81 -0.40 1.50 0.0680
C -1.27 0.96 3.11 -0.0077
C 1.45 0.03 -1.43 -0.0162
C -0.66 0.36 -0.27 0.0107
C 0.27 -1.89 -0.42 -0.0022
C 1.13 0.41 -2.88 0.0617
C -0.22 1.34 0.90 0.0703
C 0.67 -0.27 2.32 0.3494
H 1.66 0.96 -0.75 0.0123
H -0.73 -2.22 0.05 0.0103
H -2.02 0.23 3.41 0.0100
H 0.57 -1.08 3.03 0.0101
H -1.66 2.01 2.87 0.0014
H 1.80 1.27 -2.98 -0.0048
H -0.10 1.51 -3.66 0.0002
H -0.67 0.99 4.02 0.0078
H 1.17 -2.45 0.16 0.0474
H 2.38 -0.55 -1.40 0.0106
H -1.51 -0.29 0.10 0.0011
H -0.82 2.34 0.98 -0.0108
H 1.43 -0.40 -3.58 0.0004
H 0.04 -2.44 -1.32 0.0671
H 0.82 1.60 0.64 0.0158
H -0.98 1.09 -1.11 0.0426

***

No. 6
5
Properties=species:S:1:pos:R:3:mulliken_spin:R:1 method="wB97M-V/def2-TZVPD" homo_ev="-2.5989 / -2.3950" spin_multiplicity=2 total_energy_ha=-11936.68224 e_above_lowest_ev=0.034 s2=0.756 gap_ev="8.20 / 5.38" charge=-2
Br 3.47 24.56 -7.70 0.1285
Br 1.79 21.79 -4.44 0.0505
Br 3.14 20.51 -9.25 0.1736
Br 6.18 21.08 -6.14 0.0748
Cu 3.52 21.85 -6.79 0.5726

***

No. 7
77
Properties=species:S:1:pos:R:3:lowdin_charge:R:1 method="wB97M-V/def2-TZVPD" homo_ev=-6.5839 total_energy_ha=-4800.40026 e_above_lowest_ev=0.749 gap_ev=6.71 charge=0
Ge 2.37 -3.01 -4.20 0.6332
Ca 0.58 -0.91 -1.86 1.3233
S 2.07 -1.24 0.48 0.5614
O 2.83 -2.43 0.69 -0.2808
O -0.41 1.38 -1.09 -0.0546
O 2.42 -0.42 -0.71 -0.4599
N -1.74 -2.19 -0.85 0.0858
N 0.53 -1.45 0.30 -0.2829
N -2.86 2.85 0.82 -0.0888
N -1.94 2.86 -0.23 0.0555
C -3.91 1.19 2.33 -0.0025
C 2.52 -1.72 -5.67 -0.2453
C 2.63 -4.77 -5.02 -0.2470
C 2.33 -0.19 1.86 -0.2798
C 1.63 1.01 1.94 -0.0374
C -1.34 1.61 -0.32 -0.4060
C 0.67 -2.79 -3.33 -0.5036
C -1.27 4.08 -0.54 -0.1917
C 3.42 0.29 3.94 -0.0327
C -0.24 -2.35 1.03 -0.2643
C -2.91 1.57 1.29 -0.2556
C -2.44 -3.43 1.12 -0.1613
C 1.83 1.84 3.02 -0.0319
C -2.90 -2.43 -1.39 -0.1275
C -4.05 3.68 0.67 -0.0035
C -0.73 4.24 -1.81 -0.0079
C 2.72 1.49 4.04 -0.2684
C -1.50 -2.67 0.41 -0.1794
C -2.12 -3.95 2.40 -0.0514
C -3.93 -3.15 -0.74 -0.0527
C -3.70 -3.65 0.50 -0.0162
C -0.04 5.40 -2.11 -0.0678
C -1.14 5.08 0.42 -0.0308
C 3.87 -2.72 -2.97 -0.2339
C -1.99 0.79 0.67 0.0753
C 0.05 -2.89 2.25 -0.0088
C -0.90 -3.70 2.93 -0.0696
C 2.94 2.41 5.21 -0.0509
C -0.46 6.25 0.10 -0.0786
C 0.10 6.41 -1.16 -0.0862
C 3.23 -0.56 2.85 -0.0432
H 0.57 -3.59 -2.57 -0.0523
H -0.83 3.45 -2.54 0.1157
H 0.40 5.52 -3.09 0.1076
H -0.36 7.02 0.84 0.1046
H 3.45 1.90 6.02 0.0742
H 1.83 -4.95 -5.74 0.0080
H 2.40 -0.69 -5.32 -0.0001
H -4.79 3.20 0.01 0.1009
H -4.49 3.85 1.65 0.0937
H -3.75 0.15 2.63 0.0877
H 2.58 -5.55 -4.25 0.0094
H 3.59 -4.85 -5.53 0.0074
H 4.12 0.01 4.71 0.1130
H 3.54 3.28 4.92 0.0845
H -4.88 -3.30 -1.24 0.1023
H -3.77 4.63 0.24 0.0851
H 1.29 2.77 3.09 0.1135
H -3.83 1.83 3.21 0.0920
H 3.49 -1.80 -6.17 0.0105
H -0.10 -2.96 -4.09 -0.0652
H -3.05 -2.07 -2.40 0.1120
H -1.74 -0.23 0.90 0.0951
H 0.63 7.32 -1.40 0.1034
H 3.72 -3.28 -2.04 0.0117
H 4.81 -3.06 -3.43 0.0126
H -4.45 -4.23 1.02 0.1169
H -4.93 1.28 1.95 0.0877
H -1.55 4.93 1.41 0.1129
H -2.85 -4.55 2.93 0.1079
H 1.01 -2.70 2.71 0.1049
H 3.76 -1.50 2.76 0.1148
H 0.94 1.28 1.15 0.0979
H -0.63 -4.10 3.90 0.1056
H 1.99 2.79 5.59 0.0782
H 3.98 -1.67 -2.70 0.0037
H 1.74 -1.92 -6.40 0.0101

***

No. 8
94
Properties=species:S:1:pos:R:3:mulliken_spin:R:1 method="wB97M-V/def2-TZVPD" homo_ev="-4.5205 / -4.5198" spin_multiplicity=4 total_energy_ha=-15432.37554 s2=3.775 gap_ev="5.93 / 5.92" charge=-1
Sb 10.76 11.75 8.40 0.0004
Se 12.06 11.14 6.46 0.0012
Se 10.88 9.40 10.59 -0.0004
Se 11.86 13.70 9.42 -0.0407
Se 8.44 11.97 7.87 -0.0006
Ge 19.40 8.37 10.31 0.0004
Mn 14.31 12.57 10.23 3.0984
P 9.80 9.74 12.34 0.0003
O 14.85 10.59 9.57 0.0529
O 12.78 10.25 13.11 0.0102
O 13.12 12.03 11.72 -0.0358
O 15.89 11.55 11.34 -0.0047
N 15.60 13.24 8.69 -0.0452
C 18.90 5.73 6.91 0.0000
C 17.59 6.14 9.33 0.0001
C 8.85 11.92 13.62 0.0006
C 17.62 5.24 7.12 0.0000
C 21.18 8.98 9.77 0.0002
C 18.17 9.91 10.81 0.0020
C 21.56 9.16 8.40 0.0000
C 10.33 8.76 13.77 -0.0009
C 7.82 7.78 11.81 -0.0002
C 23.61 10.25 9.09 0.0000
C 9.52 8.89 14.89 0.0002
C 19.42 7.46 14.52 0.0000
C 15.74 10.66 10.44 -0.0381
C 12.51 11.33 12.60 -0.0098
C 11.26 6.77 14.76 -0.0001
C 9.02 13.13 14.31 -0.0005
C 7.26 10.13 11.39 0.0000
C 23.27 9.95 10.44 0.0000
C 16.82 13.45 6.40 0.0006
C 16.65 14.94 5.97 -0.0004
C 11.23 7.70 13.71 0.0005
C 10.28 13.81 14.35 -0.0002
C 6.45 7.49 11.62 0.0000
C 11.36 13.28 13.66 0.0002
C 21.25 6.31 13.50 0.0000
C 20.48 6.55 14.64 0.0000
C 16.11 13.34 7.64 0.0048
C 5.87 9.82 11.45 0.0000
C 20.79 6.78 12.26 -0.0001
C 10.46 6.90 15.86 0.0000
C 11.18 12.05 13.02 0.0068
C 9.66 8.04 15.97 0.0000
C 8.16 9.18 11.83 0.0001
C 16.74 9.48 10.49 -0.0057
C 22.13 9.25 10.76 0.0000
C 18.94 7.88 13.30 -0.0001
C 19.49 6.55 7.88 -0.0002
C 16.94 5.37 8.33 0.0000
C 5.49 8.44 11.52 0.0000
C 18.75 6.93 9.04 0.0002
C 22.76 9.78 8.06 0.0000
C 19.75 7.71 12.16 0.0000
C 9.93 11.40 12.94 -0.0021
H 23.00 9.98 7.03 0.0000
H 21.29 6.43 11.36 0.0000
H 15.68 15.25 6.22 0.0003
H 11.96 5.92 14.70 0.0000
H 4.48 8.12 11.44 0.0000
H 9.17 8.35 16.95 0.0000
H 16.39 12.78 5.66 0.0014
H 17.13 4.70 6.31 0.0000
H 8.13 13.56 14.77 -0.0001
H 10.41 14.67 14.96 0.0000
H 7.94 11.32 13.72 -0.0001
H 21.90 9.02 11.80 0.0000
H 16.94 15.06 4.93 -0.0001
H 24.54 10.84 8.87 0.0000
H 17.21 6.25 10.33 -0.0001
H 22.10 5.65 13.48 0.0000
H 18.87 7.78 15.43 0.0000
H 19.55 5.43 6.11 0.0000
H 12.36 13.73 13.70 0.0002
H 20.82 8.95 7.60 0.0000
H 18.34 9.93 11.89 -0.0006
H 16.60 8.87 9.54 0.0063
H 16.26 8.84 11.36 -0.0003
H 17.91 13.21 6.61 -0.0013
H 17.31 15.49 6.63 0.0002
H 20.68 6.03 15.57 0.0000
H 8.89 9.73 15.14 0.0000
H 7.60 11.18 11.25 0.0000
H 18.54 10.86 10.35 -0.0001
H 15.97 4.87 8.52 0.0000
H 10.51 6.15 16.66 0.0000
H 11.98 7.63 12.86 -0.0001
H 18.04 8.50 13.26 0.0000
H 20.48 6.99 7.74 0.0000
H 6.21 6.45 11.40 0.0000
H 23.99 10.18 11.21 0.0000
H 8.72 7.09 11.78 0.0001
H 5.16 10.68 11.50 0.0000

***

No. 9
9
Properties=species:S:1:pos:R:3:lowdin_charge:R:1 method="wB97M-V/def2-TZVPD" smiles="CNC=O" homo_ev=-9.2668 total_energy_ha=-209.11830 e_above_lowest_ev=2.831 gap_ev=10.24 charge=0
O 1.56 -1.28 0.71 0.0480
N 0.17 0.17 -0.53 -0.1074
C 1.43 -0.39 -0.10 -0.3289
C -1.01 0.14 0.28 -0.1162
H -0.68 -0.08 1.30 0.0864
H -1.69 -0.64 -0.06 0.0735
H 0.09 0.29 -1.54 0.1208
H 1.68 0.67 -0.39 0.1403
H -1.52 1.11 0.28 0.0834